Entry 1:
H17O8 | ωB97M-V with the def2-TZVPD basis set

Structure (XYZ):
```
25
Properties=species:S:1:pos:R:3
O 0.097 0.083 -0.288
H 0.195 -0.458 0.566
H -0.222 -0.796 -0.810
H -0.506 0.902 -0.239
O 0.065 1.581 -2.808
H 0.194 1.182 -3.679
H -0.022 2.558 -2.759
O 1.698 1.292 1.753
H 2.551 0.810 2.053
H 2.245 1.893 1.276
O -1.402 2.060 0.706
H -2.405 2.265 0.764
H -1.171 2.125 1.618
O -1.833 -0.592 2.552
H -2.555 0.003 2.965
H -0.967 0.007 2.818
O 1.114 -1.918 1.522
H 1.187 -2.957 1.401
H 1.453 -1.601 2.299
O 2.077 -0.489 -2.549
H 2.333 -0.925 -3.267
H 1.419 0.179 -2.663
O -1.610 -2.054 -0.963
H -2.440 -2.044 -1.449
H -1.502 -3.117 -0.817
```

Calculated values
Relative energy (zero: lowest compared OMol25 entry of this formula, charge and spin): 3.292 eV
Orbital gap: 11.183 eV
Charge: +1
E: -611.7903 Ha
Strongest force on any atom: 0.116 Eh/bohr
E_HOMO: -14.2 eV



Entry 2:
H17O9 | ωB97M-V with the def2-TZVPD basis set

Structure (XYZ):
```
26
Properties=species:S:1:pos:R:3
O -0.325 -0.115 0.319
H 0.554 0.058 0.012
O 2.837 0.080 -0.744
H 2.201 0.086 -1.468
H 3.128 -0.888 -0.627
O -0.413 -1.999 -1.850
H -1.454 -2.275 -1.795
H -0.464 -1.258 -1.189
O 1.635 0.309 2.197
H 0.903 0.050 1.724
H 2.353 0.195 1.575
O 0.222 -2.665 0.735
H -0.147 -1.831 0.774
H 0.492 -2.831 -0.115
O 1.202 2.732 -0.677
H 1.999 2.212 -0.534
H 0.538 2.248 -0.273
O -2.564 -0.737 1.716
H -3.121 -0.285 1.147
H -1.723 -0.553 1.168
O -1.214 2.400 0.849
H -1.045 1.466 0.709
H -0.602 2.702 1.549
O -1.735 0.705 -1.825
H -1.211 0.203 -1.055
H -2.047 -0.010 -2.323
```

Calculated values
Relative energy (zero: lowest compared OMol25 entry of this formula, charge and spin): 1.693 eV
Orbital gap: 9.690 eV
Charge: -1
E: -687.3899 Ha
Strongest force on any atom: 0.099 Eh/bohr
E_HOMO: -6.8 eV



Entry 3:
H17O9 | ωB97M-V with the def2-TZVPD basis set

Structure (XYZ):
```
26
Properties=species:S:1:pos:R:3
O -21.304 -17.113 8.331
H -20.696 -17.580 7.767
O -19.284 -17.556 10.319
H -19.001 -18.457 10.126
H -19.942 -17.207 9.671
O -18.451 -18.951 7.239
H -17.826 -19.052 6.510
H -18.619 -18.045 7.111
O -21.023 -13.898 6.263
H -21.017 -13.057 6.692
H -21.018 -14.471 7.000
O -22.705 -17.287 10.594
H -22.207 -17.296 9.670
H -22.923 -16.357 10.716
O -19.094 -16.290 6.943
H -18.906 -15.427 7.304
H -19.948 -16.493 7.364
O -21.113 -19.705 9.001
H -20.270 -19.910 8.552
H -21.331 -18.792 8.818
O -21.363 -14.514 8.872
H -20.586 -14.246 9.370
H -21.438 -15.459 8.903
O -23.269 -16.398 6.812
H -23.699 -15.683 7.252
H -22.549 -16.626 7.411
```

Calculated values
Relative energy (zero: lowest compared OMol25 entry of this formula, charge and spin): 1.190 eV
Orbital gap: 9.905 eV
Charge: -1
E: -687.4084 Ha
Strongest force on any atom: 0.051 Eh/bohr
E_HOMO: -6.8 eV